(A)
Here is an isolated ion of composition C2H10N4S and charge +2 from the OMol25 dataset. Energies are from the ωB97M-V functional and the def2-TZVPD basis.

Each line ends with the Löwdin charge.
Cartesian coordinates (Å):
C (-0.939, 1.302, -0.236)  -0.100
C (-0.295, -0.565, 1.344)  -0.204
N (-1.202, 0.103, 0.343)  0.042
N (0.285, 3.135, -1.041)  0.078
N (0.205, 1.895, -0.436)  -0.015
N (0.558, -1.614, 0.774)  -0.376
S (0.109, -3.290, 0.621)  1.133
H (-0.110, -3.349, 1.960)  0.022
H (-1.867, 1.889, -0.659)  0.208
H (0.498, -0.013, 1.737)  0.119
H (-1.024, -0.743, 2.104)  0.139
H (-2.242, -0.098, 0.316)  0.189
H (-0.599, 3.653, -1.158)  0.141
H (1.204, 3.235, -1.549)  0.161
H (1.065, 1.250, -0.333)  0.220
H (0.750, -1.347, -0.360)  0.190
H (1.436, -3.719, 0.729)  0.053

Results
- Orbital gap: 8.2 eV
- E_LUMO: -8.46 eV
- Total charge: +2

=====

(B)
Here is a 3-piece molecular cluster, C2H10N4S overall from the OMol25 dataset. Energies are from the ωB97M-V functional and the def2-TZVPD basis.

Each line ends with the Löwdin charge.
Cartesian coordinates (Å):
C (12.850, -1.423, -0.660)  0.188
C (-11.182, 2.045, -0.488)  0.014
N (12.616, -0.498, 0.199)  -0.062
N (-10.242, 0.119, 0.312)  0.138
N (11.442, -0.045, 0.676)  0.137
N (-11.216, 0.669, 0.008)  -0.148
S (-10.483, -2.522, 0.493)  0.597
H (12.019, -2.027, -0.863)  0.113
H (13.810, -1.447, -0.956)  0.084
H (-11.402, 2.021, -1.494)  0.081
H (-11.831, 2.809, -0.029)  0.127
H (-10.163, 2.338, -0.366)  0.096
H (13.554, 0.089, 0.361)  0.260
H (11.483, 0.974, 0.837)  0.164
H (10.722, -0.621, 0.335)  0.116
H (-12.260, 0.246, -0.042)  0.242
H (-9.720, -2.728, 1.676)  -0.148

Results
- Orbital gap (alpha / beta): 6.9 / 6.7 eV
- E_LUMO (alpha / beta): -8.78 / -8.78 eV
- Total charge: +2

=====

Best to worst by energy: (A), (B).

=====

(A)
Here is C10H24CaF6O14S2 as an isolated structure from the OMol25 dataset. Energies are from the ωB97M-V functional and the def2-TZVPD basis.

Each line ends with the Löwdin charge.
Cartesian coordinates (Å):
Ca (2.187, 15.795, -12.008)  1.811
C (8.668, 12.104, -13.159)  -0.682
F (9.926, 11.752, -12.803)  0.121
F (8.666, 13.041, -14.104)  0.126
F (7.946, 11.072, -13.547)  0.129
S (7.753, 12.755, -11.662)  0.527
O (7.498, 11.692, -10.662)  -0.352
O (8.669, 13.753, -11.000)  -0.367
O (6.464, 13.292, -12.171)  -0.415
C (4.108, 19.299, -5.650)  -0.646
F (2.799, 19.131, -5.397)  0.104
F (4.251, 20.414, -6.371)  0.105
F (4.701, 19.563, -4.498)  0.119
S (4.950, 17.706, -6.486)  0.484
O (4.310, 17.640, -7.782)  -0.408
O (6.426, 17.827, -6.693)  -0.357
O (4.608, 16.594, -5.596)  -0.361
C (-0.140, 11.555, -7.709)  -0.241
C (-0.654, 12.112, -6.389)  -0.207
O (-1.899, 12.806, -6.703)  -0.085
O (0.883, 12.361, -8.316)  -0.091
H (-0.854, 11.196, -8.449)  0.123
H (0.378, 10.642, -7.415)  0.111
H (0.173, 12.695, -5.984)  0.121
H (-0.926, 11.345, -5.663)  0.117
H (-2.281, 13.062, -5.860)  0.074
H (1.619, 12.331, -7.700)  0.083
C (4.986, 18.226, -15.182)  -0.280
C (4.368, 19.566, -14.713)  -0.230
O (3.949, 19.232, -13.407)  -0.091
O (3.980, 17.323, -15.414)  -0.067
H (5.640, 17.888, -14.378)  0.128
H (5.525, 18.512, -16.086)  0.126
H (3.483, 19.846, -15.285)  0.121
H (5.155, 20.313, -14.814)  0.126
H (4.608, 19.697, -12.885)  0.096
H (4.160, 16.959, -16.284)  0.098
C (-1.638, 11.619, -14.853)  -0.224
C (-1.844, 11.948, -16.372)  -0.248
O (-0.936, 11.100, -17.033)  -0.052
O (-0.285, 11.893, -14.385)  -0.083
H (-1.990, 10.588, -14.813)  0.108
H (-2.324, 12.131, -14.179)  0.111
H (-1.837, 13.037, -16.422)  0.113
H (-2.875, 11.730, -16.650)  0.112
H (-1.052, 10.227, -16.652)  0.086
H (0.346, 11.217, -14.646)  0.079
C (-2.223, 18.270, -12.179)  -0.203
C (-2.588, 17.357, -10.968)  -0.256
O (-1.535, 16.692, -10.319)  -0.066
O (-1.322, 17.508, -12.981)  -0.102
H (-1.710, 19.159, -11.810)  0.116
H (-3.114, 18.582, -12.723)  0.126
H (-3.347, 16.637, -11.273)  0.115
H (-3.229, 17.890, -10.266)  0.119
H (-1.953, 16.010, -9.789)  0.096
H (-1.430, 17.792, -13.892)  0.084

Results
- Orbital gap: 2.3 eV
- E_LUMO: -5.24 eV
- Total charge: 0

=====

(B)
Here is C10H24CaF6O14S2 as an isolated structure from the OMol25 dataset. Energies are from the ωB97M-V functional and the def2-TZVPD basis.

Each line ends with the Löwdin charge.
Cartesian coordinates (Å):
Ca (0.292, -0.016, -0.342)  1.511
C (1.154, 4.248, 2.198)  -0.585
F (0.548, 4.038, 3.392)  0.093
F (0.179, 4.488, 1.262)  0.089
F (1.957, 5.274, 2.332)  0.158
S (2.176, 2.593, 1.790)  0.536
O (2.526, 2.045, 3.139)  -0.350
O (1.298, 1.756, 0.968)  -0.439
O (3.370, 3.002, 1.102)  -0.318
C (-3.489, -2.108, 0.900)  -0.627
F (-3.799, -0.827, 1.277)  0.092
F (-2.472, -2.656, 1.503)  0.147
F (-4.572, -2.893, 0.941)  0.147
S (-2.899, -2.007, -0.928)  0.525
O (-2.979, -3.358, -1.530)  -0.326
O (-3.973, -1.206, -1.545)  -0.338
O (-1.590, -1.398, -0.879)  -0.428
C (1.194, -3.093, -0.694)  -0.221
C (2.178, -3.805, 0.347)  -0.234
O (3.396, -4.087, -0.240)  -0.057
O (1.594, -1.840, -0.984)  -0.168
H (0.255, -3.052, -0.143)  0.110
H (1.033, -3.720, -1.571)  0.143
H (1.683, -4.711, 0.697)  0.118
H (2.474, -3.237, 1.229)  0.108
H (3.875, -4.621, 0.397)  0.093
H (2.296, -1.911, -1.634)  0.114
C (-2.095, 1.781, -1.730)  -0.233
C (-3.064, 2.322, -0.735)  -0.212
O (-2.468, 3.408, -0.014)  -0.040
O (-0.874, 1.889, -1.082)  -0.171
H (-2.120, 2.451, -2.589)  0.130
H (-2.262, 0.775, -2.116)  0.110
H (-3.200, 1.507, -0.024)  0.109
H (-4.019, 2.560, -1.203)  0.138
H (-2.995, 3.168, 0.752)  0.099
H (-0.940, 2.749, -0.660)  0.078
C (1.369, 0.111, -3.477)  -0.258
C (1.926, 1.310, -2.781)  -0.248
O (2.216, 1.000, -1.476)  -0.106
O (0.290, -0.393, -2.798)  -0.115
H (2.184, -0.611, -3.534)  0.127
H (1.030, 0.490, -4.441)  0.141
H (1.235, 2.150, -2.859)  0.136
H (2.852, 1.469, -3.333)  0.140
H (3.172, 0.941, -1.418)  0.128
H (-0.151, -1.009, -3.388)  0.129
C (-0.530, -0.001, 2.907)  -0.157
C (0.534, -1.145, 2.761)  -0.163
O (1.314, -0.876, 1.590)  -0.188
O (-1.229, 0.093, 1.644)  -0.157
H (-0.112, 0.961, 3.203)  0.114
H (-1.219, -0.410, 3.646)  0.127
H (0.131, -2.157, 2.758)  0.121
H (1.177, -1.026, 3.633)  0.131
H (2.225, -0.870, 1.893)  0.112
H (-2.079, 0.468, 1.888)  0.082

Results
- Orbital gap: 9.2 eV
- E_LUMO: -0.27 eV
- Total charge: 0

=====

Best to worst by energy: (B), (A).